[1]
A structure of composition C17H39MnN5O7P4S2Si. Source: OMol25; level of theory: ωB97M-V/def2-TZVPD.

Output
spin multiplicity: 2
ΔE to the lowest compared entry with this formula, charge and spin: 0.0 kJ/mol
LUMO (alpha / beta): 0.52 / 0.52 eV

Last column: Mulliken spin population.
Cartesian coordinates (Å):
Mn  0.47  0.45  -0.35  1.104
N  -2.21  -3.35  -0.10  0.000
C  -2.87  -2.38  -1.06  -0.002
C  -3.90  -3.11  -1.91  0.000
P  -3.65  -1.15  0.07  -0.001
O  -4.43  -2.22  1.06  0.000
O  -4.66  -0.31  -0.62  0.000
O  -2.50  -0.61  0.85  -0.009
P  -1.46  -1.76  -2.08  0.005
O  -0.96  -3.23  -2.64  0.000
O  -1.98  -0.95  -3.20  0.000
O  -0.33  -1.35  -1.17  0.003
H  -2.89  -3.69  0.58  0.000
H  -1.47  -2.83  0.40  0.000
H  -1.76  -4.11  -0.61  0.000
H  -4.70  -3.53  -1.29  0.000
H  -3.45  -3.91  -2.49  0.000
H  -4.34  -2.39  -2.59  0.000
H  -5.38  -2.13  0.93  0.000
H  -1.24  -3.31  -3.56  0.000
N  -2.69  2.04  -0.02  0.001
C  -2.11  2.03  -1.25  0.025
N  -0.94  1.49  -1.50  -0.064
C  -0.63  1.62  -2.85  0.008
C  -1.51  2.32  -3.59  0.002
S  -2.84  2.79  -2.61  -0.001
C  0.61  0.99  -3.27  0.009
C  1.11  0.83  -4.52  0.003
S  2.64  0.03  -4.42  -0.001
C  2.49  -0.05  -2.70  -0.002
N  1.39  0.49  -2.25  -0.029
N  3.44  -0.54  -1.88  0.000
H  -2.45  1.18  0.49  0.000
H  -3.70  2.11  -0.07  0.000
H  -1.47  2.54  -4.65  0.000
H  0.68  1.10  -5.46  0.000
H  4.08  -1.22  -2.25  0.000
H  3.07  -0.68  -0.92  0.007
C  1.22  0.59  3.14  -0.001
P  -0.12  1.04  1.98  -0.034
C  -1.54  0.78  3.10  -0.005
C  0.01  2.89  2.07  0.004
C  1.39  3.28  1.56  -0.001
P  1.63  2.47  -0.06  0.014
C  1.14  3.80  -1.20  -0.004
C  3.44  2.44  -0.27  -0.006
H  1.24  1.28  3.99  0.000
H  2.18  0.57  2.63  0.000
H  1.02  -0.41  3.51  0.000
H  -1.31  1.18  4.08  0.000
H  -1.76  -0.29  3.16  0.001
H  -2.43  1.27  2.71  0.000
H  -0.15  3.23  3.10  -0.001
H  -0.78  3.30  1.45  0.000
H  2.17  2.91  2.24  -0.001
H  1.52  4.36  1.49  0.000
H  1.73  4.70  -1.01  0.000
H  0.08  4.04  -1.07  0.000
H  1.28  3.49  -2.24  0.001
H  3.87  3.42  -0.08  0.000
H  3.69  2.12  -1.28  0.001
H  3.86  1.71  0.42  0.001
C  0.91  -3.37  0.99  0.001
Si  2.36  -2.17  1.02  0.002
C  3.02  -2.23  2.79  0.000
C  3.72  -3.00  0.00  0.000
O  2.01  -0.70  0.44  -0.032
H  1.23  -4.38  1.26  0.001
H  0.50  -3.39  -0.02  0.000
H  0.15  -3.05  1.71  0.000
H  3.42  -3.23  2.97  0.000
H  2.24  -2.06  3.54  0.000
H  3.82  -1.51  2.97  0.000
H  4.03  -3.93  0.48  0.000
H  4.62  -2.37  -0.08  0.000
H  3.38  -3.24  -1.01  0.000

[2]
A cluster of 2 separate species, C3H12NS in total at a distorted geometry. Source: OMol25; level of theory: ωB97M-V/def2-TZVPD.

Output
total charge: +1
ΔE to the lowest compared entry with this formula, charge and spin: 245.6 kJ/mol
LUMO: -3.83 eV

Last column: Mulliken charge in e.
Cartesian coordinates (Å):
C  -1.63  3.23  0.80  -0.647
N  -1.46  1.66  0.80  -0.361
H  -2.14  3.54  1.74  0.306
H  -0.64  3.57  0.67  0.312
H  -2.22  3.86  -0.01  0.297
H  -0.52  1.46  0.63  0.243
H  -1.93  1.19  -0.12  0.428
H  -1.67  1.08  1.63  0.375
C  1.67  -1.55  -1.95  -0.937
C  1.69  -1.16  -0.49  -0.211
S  0.01  -1.37  0.33  -0.349
H  0.70  -1.14  -2.37  0.272
H  1.79  -2.63  -2.07  0.290
H  2.45  -1.02  -2.53  0.314
H  2.33  -1.81  0.17  0.310
H  1.97  0.01  -0.32  0.246
H  -0.41  -0.96  1.51  0.111

[3]
A cluster of 8 separate species, C33H43Br3F7N3O22PS in total at a distorted geometry. Source: OMol25; level of theory: ωB97M-V/def2-TZVPD.

Output
total charge: +1
LUMO: -4.27 eV

Last column: Mulliken charge in e.
Cartesian coordinates (Å):
C  1.39  -3.55  4.85  -0.902
C  0.89  -2.29  4.91  -0.063
N  1.25  -1.24  3.95  0.588
P  0.73  0.27  4.75  0.288
S  2.26  1.03  5.66  -0.334
C  0.54  -1.42  2.77  -2.290
N  1.13  -1.31  1.63  0.739
C  2.53  -0.97  1.39  -0.831
Br  3.78  -2.25  2.16  -0.062
C  2.87  0.49  1.75  0.238
C  2.23  1.42  0.69  -1.004
N  -0.84  -1.71  2.82  1.439
O  -1.21  -3.06  2.79  -0.359
C  -0.86  -3.87  1.66  -0.537
C  -1.65  -3.67  0.35  -0.319
C  -3.16  -3.46  0.57  -0.971
C  -1.71  -0.73  2.32  -0.533
Br  -1.56  0.15  0.60  -0.006
C  -2.70  -0.31  3.08  0.813
C  -3.67  0.76  2.69  -1.466
Br  -2.95  -1.09  4.81  -0.105
H  2.08  -3.92  5.60  0.341
H  1.10  -4.24  4.06  0.201
H  0.16  -2.10  5.69  0.479
H  -0.27  0.01  5.70  0.119
H  0.33  1.21  3.77  0.104
H  0.54  -1.47  0.82  0.417
H  2.65  -1.05  0.32  0.680
H  2.47  0.78  2.72  -0.372
H  3.95  0.61  1.78  0.616
H  1.30  1.86  1.05  0.280
H  1.95  0.87  -0.21  0.123
H  2.92  2.20  0.38  0.384
H  -1.07  -4.89  1.97  0.614
H  0.21  -3.86  1.40  0.297
H  -1.19  -2.93  -0.31  0.118
H  -1.54  -4.61  -0.19  0.506
H  -3.44  -2.44  0.79  0.189
H  -3.66  -3.76  -0.35  0.290
H  -3.49  -4.18  1.32  0.304
H  -4.20  0.50  1.77  0.360
H  -4.35  0.97  3.52  0.415
H  -3.12  1.69  2.53  0.378
C  0.23  4.46  8.71  -0.418
C  0.57  5.69  7.91  0.311
O  0.81  5.15  6.62  -0.273
C  0.05  4.03  6.52  0.599
O  -0.20  3.47  5.49  -0.536
O  -0.40  3.63  7.73  -0.283
F  1.70  6.28  8.35  -0.281
H  1.11  3.96  9.10  0.289
H  -0.45  4.67  9.53  0.273
H  -0.22  6.43  7.85  0.285
C  -4.74  -4.04  -4.74  -0.493
C  -3.38  -3.41  -4.89  0.262
O  -2.83  -3.52  -3.57  -0.206
C  -3.41  -4.64  -3.03  0.590
O  -3.01  -5.21  -2.06  -0.503
O  -4.49  -5.03  -3.74  -0.318
F  -3.49  -2.09  -5.21  -0.295
H  -5.49  -3.34  -4.38  0.275
H  -5.09  -4.50  -5.66  0.276
H  -2.73  -3.90  -5.61  0.413
C  0.46  -0.43  -7.63  0.001
C  -0.83  0.29  -7.34  0.305
O  -1.81  -0.67  -7.66  -0.289
C  -1.24  -1.89  -7.45  0.565
O  -1.84  -2.90  -7.37  -0.530
O  0.11  -1.78  -7.34  -0.340
F  -0.99  1.37  -8.13  -0.270
H  0.75  -0.34  -8.68  0.216
H  1.29  -0.09  -7.01  0.048
H  -0.95  0.59  -6.29  0.297
C  1.14  3.51  -9.68  -0.472
C  2.51  4.13  -9.80  0.304
O  3.03  3.97  -8.49  -0.318
C  2.44  2.86  -7.97  0.566
O  2.83  2.28  -7.01  -0.500
O  1.36  2.49  -8.70  -0.169
F  2.44  5.45  -10.08  -0.279
H  0.39  4.22  -9.31  0.285
H  0.79  3.08  -10.62  0.297
H  3.17  3.64  -10.52  0.278
C  -2.43  3.17  -1.96  0.004
C  -3.38  2.70  -3.03  0.291
O  -3.37  3.78  -3.95  -0.316
C  -2.15  4.38  -3.84  0.626
O  -1.69  5.13  -4.62  -0.486
O  -1.51  3.97  -2.70  -0.305
F  -4.64  2.54  -2.55  -0.284
H  -2.93  3.79  -1.21  0.260
H  -1.92  2.36  -1.46  -0.161
H  -3.07  1.78  -3.54  0.289
C  4.16  1.62  -3.25  -0.494
C  4.79  0.49  -4.02  0.421
O  4.61  -0.62  -3.14  -0.319
C  3.49  -0.36  -2.42  0.658
O  2.89  -1.18  -1.79  -0.601
O  3.12  0.94  -2.52  -0.276
F  6.11  0.70  -4.20  -0.295
H  4.85  2.08  -2.55  0.293
H  3.74  2.39  -3.89  0.300
H  4.32  0.27  -4.98  0.233
C  0.86  -2.02  8.47  -0.009
C  1.13  -3.16  9.42  0.336
O  2.12  -2.63  10.27  -0.318
C  1.91  -1.28  10.32  0.544
O  2.38  -0.55  11.12  -0.477
O  1.09  -0.88  9.30  -0.311
F  1.64  -4.24  8.76  -0.274
H  1.56  -2.00  7.63  0.032
H  -0.16  -2.02  8.09  0.238
H  0.27  -3.48  10.01  0.277

[4]
A cluster of 2 separate species, C2H3NO in total at a distorted geometry. Source: OMol25; level of theory: ωB97M-V/def2-TZVPD.

Output
SMILES: C#N.C=O
ΔE to the lowest compared entry with this formula, charge and spin: 179.3 kJ/mol
LUMO: 0.51 eV

Last column: Mulliken charge in e.
Cartesian coordinates (Å):
C  -2.47  0.67  -1.76  0.151
N  -3.14  0.46  -2.65  -0.332
H  -1.64  0.98  -1.04  0.180
C  1.82  0.12  0.38  -0.057
O  0.91  -0.21  -0.30  -0.352
H  2.20  1.14  0.17  0.207
H  2.56  -0.53  1.04  0.202

[5]
A structure of composition C2HFO2Pb at a distorted geometry. Source: OMol25; level of theory: ωB97M-V/def2-TZVPD.

Output
LUMO: -1.46 eV

Last column: Mulliken charge in e.
Cartesian coordinates (Å):
O  0.47  -0.75  -0.94  -0.413
C  -0.59  -0.49  -0.48  0.654
C  -1.46  0.06  0.36  -0.183
H  -1.78  -0.50  1.24  0.267
F  -2.28  1.03  -0.07  -0.191
Pb  2.61  -0.28  -0.73  0.657
O  3.03  0.94  0.63  -0.791

[6]
An isolated molecule of C15H17BFNO7. Source: OMol25; level of theory: ωB97M-V/def2-TZVPD.

Output
SMILES: CCOc1c(B(O)O)cc2c(c1F)C(=O)N(CCCOC(C)=O)C2=O
LUMO: -0.35 eV

Last column: Mulliken charge in e.
Cartesian coordinates (Å):
C  -2.04  3.83  -1.96  -1.108
C  -2.89  3.03  -0.98  -0.360
O  -2.29  2.97  0.33  -0.539
C  -1.86  1.77  0.79  0.293
C  -2.17  1.46  2.12  -0.242
B  -3.04  2.49  2.95  0.860
O  -4.41  2.43  2.96  -0.617
O  -2.43  3.45  3.70  -0.519
C  -1.72  0.27  2.69  -0.893
C  -0.96  -0.58  1.91  0.341
C  -0.67  -0.28  0.58  0.792
C  -1.10  0.90  0.02  0.765
F  -0.79  1.20  -1.24  -0.297
C  0.12  -1.41  0.02  -0.313
O  0.32  -1.66  -1.14  -0.479
N  0.52  -2.24  1.12  0.107
C  1.97  -2.17  1.40  -0.745
C  2.83  -3.01  0.45  -0.698
C  3.55  -2.21  -0.64  -0.646
O  3.05  -2.59  -1.92  -0.301
C  3.22  -1.71  -2.93  0.851
C  3.06  -2.36  -4.27  -1.092
O  3.46  -0.54  -2.75  -0.580
C  -0.31  -1.87  2.23  -0.234
O  -0.45  -2.54  3.22  -0.575
H  -1.62  3.20  -2.74  0.296
H  -1.21  4.29  -1.42  0.321
H  -2.62  4.63  -2.43  0.325
H  -3.06  2.02  -1.35  0.367
H  -3.87  3.49  -0.84  0.418
H  -4.75  1.76  2.36  0.312
H  -3.09  4.04  4.08  0.315
H  -1.96  0.02  3.71  0.531
H  2.10  -2.55  2.42  0.468
H  2.31  -1.13  1.41  0.425
H  2.20  -3.75  -0.04  0.352
H  3.57  -3.55  1.04  0.354
H  3.40  -1.14  -0.49  0.383
H  4.62  -2.43  -0.62  0.445
H  3.05  -1.58  -5.03  0.343
H  2.09  -2.87  -4.29  0.285
H  3.85  -3.08  -4.45  0.289